The following is a quantum chemistry calculation of C6H5NO2 as an isolated structure, from OMol25.

The energy above the lowest of the compared OMol25 structures with the same formula, charge and spin comes out at 7.847 eV. For the HOMO energy, the calculation gives -8.858 eV. For the HOMO-LUMO gap, the calculation gives 7.8 eV.

Cartesian coordinates (Å):
O: 1.199 -0.908 1.155
O: -2.461 -0.132 -0.095
N: -1.514 -0.624 0.868
C: -0.407 -0.246 0.344
C: 1.357 -0.759 2.371
C: -1.771 0.436 -1.102
C: -0.394 0.386 -0.967
C: 1.255 -0.719 3.590
C: 0.756 0.486 -1.964
H: -2.382 0.866 -1.836
H: 0.729 -0.229 -2.749
H: 0.615 1.538 -2.577
H: 1.242 -0.627 4.600
H: 1.776 0.531 -1.637

Forces on atoms 1 to 6 (eV/Å):
-2.5 1.1 -4.6
1.3 0.0 0.7
0.2 0.9 -0.8
2.6 -1.5 0.8
-1.4 0.2 3.9
1.6 -0.2 0.5

Results of the Löwdin charge analysis, in e, for atoms 1 through 2: atom 1 (O): 0.019, atom 2 (O): -0.011